No. 1
# C18H48BN6O7P

A cluster of 3 separate species, C18H48BN6O7P in total in a non-equilibrium geometry (wB97M-V/def2-TZVPD, the Open Molecules 2025 dataset).

Last column: Mulliken charge in e.
Cartesian coordinates (Å):
C  0.40  1.30  -1.74  -0.5536
O  -0.81  0.87  -2.32  -0.4558
C  -0.82  -0.49  -2.79  0.7550
N  0.11  -1.31  -2.05  -0.1634
C  0.95  -2.17  -2.47  0.6202
C  0.62  -3.53  -3.02  -1.3824
C  2.44  -1.92  -2.38  -1.0369
B  -0.54  -0.44  -4.38  0.5758
N  0.07  0.75  -5.01  -0.6723
O  -0.91  -1.49  -5.19  -0.6988
C  -2.30  -0.87  -2.56  -1.2795
N  -2.74  -0.50  -1.21  -0.3328
N  -2.58  -2.28  -2.85  -0.2011
P  -4.16  -2.60  -3.33  0.3288
O  -5.13  -1.49  -3.19  -0.5906
H  1.27  1.09  -2.35  -0.0110
H  0.33  2.39  -1.69  0.4096
H  0.53  0.96  -0.72  0.2177
H  1.02  -3.67  -4.02  0.3112
H  1.16  -4.24  -2.38  0.5094
H  -0.43  -3.76  -2.94  0.2255
H  2.66  -0.86  -2.33  0.0155
H  2.89  -2.45  -1.54  0.3591
H  2.90  -2.32  -3.29  0.4437
H  -0.51  1.57  -4.88  0.3076
H  0.98  0.93  -4.59  0.2831
H  -1.55  -1.20  -5.84  0.2957
H  -2.86  -0.25  -3.27  0.6529
H  -3.61  -0.99  -1.04  0.2613
H  -3.03  0.47  -1.27  0.2432
H  -2.42  -2.78  -1.98  0.4863
H  -4.56  -3.70  -2.55  0.0437
H  -4.04  -3.08  -4.64  0.0482
C  -6.51  -1.92  5.51  -0.7052
O  -6.48  -0.77  4.69  -0.3380
C  -5.59  0.25  5.13  -0.8128
C  -4.38  0.37  4.23  -0.1301
N  -3.49  -0.78  4.37  -0.3103
C  -2.44  -0.87  3.36  -1.1334
C  -2.85  -0.99  1.89  0.0445
O  -3.47  -2.22  1.55  -0.4342
C  -4.85  -2.31  1.84  -0.6429
H  -7.36  -2.52  5.19  0.2347
H  -5.60  -2.52  5.41  0.2936
H  -6.65  -1.65  6.56  0.3379
H  -5.30  0.09  6.17  0.4056
H  -6.14  1.19  5.08  0.3955
H  -3.83  1.28  4.50  0.3670
H  -4.74  0.48  3.21  0.1440
H  -4.05  -1.63  4.34  0.1053
H  -1.85  -1.75  3.61  0.4155
H  -1.79  0.00  3.46  0.4148
H  -1.93  -0.96  1.30  0.2075
H  -3.46  -0.15  1.55  0.2736
H  -5.35  -1.35  1.71  0.2941
H  -5.03  -2.69  2.85  0.2162
H  -5.29  -3.02  1.14  0.3338
C  6.34  5.32  0.45  -0.7005
O  7.00  4.21  -0.11  -0.3352
C  7.56  3.31  0.84  -0.8186
C  6.79  2.00  0.89  -0.1499
N  5.46  2.18  1.48  -0.2939
C  4.56  1.05  1.32  -1.1568
C  4.19  0.60  -0.09  -0.1912
O  3.38  1.50  -0.81  -0.2656
C  4.06  2.57  -1.44  -0.6687
H  6.15  6.03  -0.36  0.2345
H  5.38  5.05  0.90  0.2905
H  6.96  5.82  1.20  0.3375
H  7.62  3.77  1.83  0.4055
H  8.58  3.09  0.51  0.3972
H  7.35  1.28  1.48  0.3783
H  6.73  1.62  -0.14  0.1514
H  5.03  3.00  1.06  0.1004
H  3.63  1.30  1.83  0.4172
H  4.99  0.19  1.85  0.4459
H  3.59  -0.31  0.01  0.1901
H  5.07  0.32  -0.69  0.4171
H  5.05  2.28  -1.79  0.3420
H  4.14  3.44  -0.77  0.1507
H  3.46  2.88  -2.30  0.3301

For the LUMO energy, the calculation gives 0.48 eV. Its SMILES is CO[C@](N=C(C)C)(B(N)O)[C@H](N)N[PH2]=O.COCCNCCOC.COCCNCCOC. As for the calculated total energy: -52679.9100 eV. Its HOMO-LUMO gap is 0.31240 Ha. The highest occupied orbital energy comes out at -8.02 eV. As for the total charge: 0.

No. 2
# C5H9ClO3

The molecule C5H9ClO3 in a non-equilibrium geometry (wB97M-V/def2-TZVPD, the Open Molecules 2025 dataset).

Last column: natural (NBO) charge in e.
Cartesian coordinates (Å):
C  -0.36  0.36  -1.70  -0.0817
C  0.39  1.14  -0.54  -0.0120
C  -0.85  -1.43  -0.29  0.5008
C  0.92  0.01  0.30  -0.1142
C  1.08  0.15  1.79  -0.6710
O  -1.37  -0.49  -1.11  -0.5400
O  -0.57  2.01  0.06  -0.6901
O  -1.53  -1.76  0.79  -0.6613
Cl  2.26  -0.89  -0.50  -0.0920
H  -0.87  0.95  -2.41  0.2004
H  0.19  -0.40  -2.32  0.1946
H  1.20  1.64  -1.06  0.2026
H  -0.36  -2.23  -0.61  0.1503
H  1.16  1.19  1.94  0.2212
H  1.99  -0.28  1.96  0.2278
H  0.26  -0.36  2.37  0.2159
H  -1.39  1.35  0.28  0.4644
H  -2.16  -0.96  1.04  0.4840

For the LUMO energy, the calculation gives 0.33 eV. For the relative energy (zero: lowest compared OMol25 entry of this formula, charge and spin), the calculation gives 3.100 eV. As for the calculated total energy: -23992.1313 eV. Its HOMO-LUMO gap is 0.28965 Ha. The highest occupied orbital energy comes out at -7.55 eV. As for the total charge: 0.

No. 3
# C16H25N8O2PSZr

A structure of composition C16H25N8O2PSZr in a non-equilibrium geometry (wB97M-V/def2-TZVPD, the Open Molecules 2025 dataset).

Last column: natural (NBO) charge in e.
Cartesian coordinates (Å):
Zr  -0.72  1.55  0.60  2.0383
C  3.63  2.53  -0.41  -0.6934
C  2.20  2.26  -0.37  0.3448
N  1.55  1.96  0.71  -0.4126
N  2.31  1.94  1.87  -0.3958
C  1.61  1.82  2.94  0.3632
N  2.24  1.70  4.10  -0.7380
S  -0.20  1.81  2.97  -0.2610
C  1.47  2.08  -1.63  0.1543
C  1.92  2.36  -2.89  -0.1985
C  1.23  1.99  -4.01  -0.0757
C  -0.07  1.61  -3.85  -0.2226
C  -0.51  1.41  -2.59  0.1032
N  0.23  1.52  -1.48  -0.5779
H  3.84  3.32  0.26  0.2747
H  4.02  2.82  -1.34  0.2427
H  4.16  1.65  0.00  0.2793
H  3.20  1.75  4.15  0.4209
H  1.76  1.44  4.95  0.4253
H  2.83  2.92  -3.05  0.2522
H  1.67  2.16  -4.99  0.2589
H  -0.65  1.50  -4.71  0.2597
H  -1.54  1.06  -2.47  0.2254
N  -2.85  1.40  1.84  -0.8758
C  -3.91  2.16  1.08  -0.3725
C  -3.40  2.97  -0.05  0.7783
O  -2.15  2.51  -0.38  -0.8804
O  -4.02  3.80  -0.60  -0.4666
H  -3.27  0.44  2.04  0.4210
H  -2.75  1.80  2.76  0.4173
H  -4.65  2.77  1.68  0.2732
H  -4.60  1.41  0.60  0.2526
C  -0.75  -4.26  0.97  -0.0777
N  -1.45  -3.66  -0.24  -0.4255
C  -0.56  -3.66  -1.37  -0.0743
N  0.73  -2.99  -0.98  -0.4552
C  1.32  -3.52  0.21  -0.0821
N  0.45  -3.59  1.32  -0.4355
C  0.18  -2.27  1.84  -0.4544
P  -0.58  -1.19  0.50  0.6490
C  -1.92  -2.28  -0.04  -0.5362
C  0.58  -1.54  -0.91  -0.4869
H  -0.61  -5.34  0.75  0.2407
H  -1.50  -4.17  1.79  0.2104
H  -1.08  -3.22  -2.19  0.2067
H  -0.29  -4.69  -1.62  0.2266
H  2.21  -2.94  0.42  0.2083
H  1.68  -4.56  -0.08  0.2310
H  1.07  -1.79  2.18  0.2363
H  -0.56  -2.36  2.68  0.2487
H  -2.36  -1.92  -0.96  0.2384
H  -2.79  -2.31  0.64  0.2482
H  1.56  -0.96  -0.76  0.2348
H  0.08  -1.23  -1.86  0.2341

For the LUMO energy, the calculation gives -7.54 eV. For the relative energy (zero: lowest compared OMol25 entry of this formula, charge and spin), the calculation gives 0.000 eV. As for the calculated total energy: -54406.0102 eV. Its HOMO-LUMO gap is 0.24132 Ha. The highest occupied orbital energy comes out at -14.10 eV. As for the total charge: +2.

No. 4
# C2H5Cl3NO

A cluster of 2 separate species, C2H5Cl3NO in total (wB97M-V/def2-TZVPD, the Open Molecules 2025 dataset).

Last column: natural (NBO) charge in e.
Cartesian coordinates (Å):
C  1.78  -0.05  0.02  0.5657
C  -2.55  -0.03  0.54  -0.2803
N  1.41  0.69  -0.97  -0.6697
O  2.45  -1.12  -0.19  -0.5827
Cl  -1.18  0.99  1.02  -0.0420
Cl  -1.97  -1.66  0.21  0.0313
Cl  -3.33  0.68  -0.88  0.0515
H  1.47  0.25  1.03  0.2230
H  0.83  1.51  -0.81  0.4569
H  2.68  -1.66  0.58  0.5469
H  1.66  0.43  -1.92  0.4478
H  -3.25  -0.04  1.37  0.2516

For the LUMO energy, the calculation gives -4.31 eV. For the relative energy (zero: lowest compared OMol25 entry of this formula, charge and spin), the calculation gives 0.000 eV. As for the calculated total energy: -43252.9457 eV. Its HOMO-LUMO gap is 0.37383 Ha. The highest occupied orbital energy comes out at -14.48 eV. As for the total charge: +1.